(P)
A single C5H4O molecule, computed with wB97M-V/def2-TZVPD.

Geometry (Å):
1 C 0.269 0.892 0.924
2 C 0.389 1.684 1.909
3 C -0.203 -0.329 0.231
4 C -1.144 -1.322 0.283
5 C 0.976 1.212 -0.468
6 O 0.636 -0.144 -0.911
7 H -1.438 -2.025 -0.460
8 H -1.549 -1.325 1.260
9 H 0.506 1.990 -0.974
10 H 2.159 1.392 -0.430

Results
2S+1   1
LUMO   -0.994 eV
Total charge   0

=====

(Q)
A single C5H4O molecule, computed with wB97M-V/def2-TZVPD.

Geometry (Å):
1 O -2.266 0.082 -0.843
2 C -1.398 -0.697 -0.055
3 C -0.013 -0.240 -0.015
4 C 1.136 0.166 0.065
5 C 2.624 0.362 -0.839
6 C 2.446 0.694 0.406
7 H -2.131 1.009 -0.611
8 H -1.446 -1.714 -0.455
9 H -1.725 -0.753 0.997
10 H 2.772 1.090 1.349

Results
2S+1   1
LUMO   -0.066 eV
Total charge   0

=====

(R)
A single C5H4O molecule, computed with wB97M-V/def2-TZVPD.

Geometry (Å):
1 C 0.641 0.634 0.980
2 C -0.767 0.650 0.833
3 C 1.311 -0.196 -1.140
4 C -0.286 -0.773 -1.064
5 C -1.241 -0.364 0.056
6 O 1.512 0.305 0.017
7 H 1.120 0.808 1.931
8 H -1.358 1.184 1.557
9 H -0.677 -0.386 -2.010
10 H -0.255 -1.862 -1.159

Results
2S+1   1
LUMO   -0.877 eV
Total charge   0

=====

Quick one: least stable of them? (R)

=====

(P)
A gas-phase ion, C3H6N3O2 (charge +1), computed with wB97M-V/def2-TZVPD.

Geometry (Å):
1 C 0.341 0.474 -0.798
2 C -0.297 -0.538 -1.289
3 C 0.622 1.112 0.563
4 N -1.051 -0.442 1.640
5 N -0.643 -1.511 -2.231
6 N 0.213 0.133 1.703
7 O -1.790 -1.818 -2.457
8 O 0.349 -1.898 -2.853
9 H 0.801 1.108 -1.675
10 H 1.837 1.252 0.706
11 H 0.032 1.929 0.679
12 H -1.916 0.065 1.701
13 H 1.047 -0.511 1.797
14 H 0.456 0.644 2.516

Results
2S+1   1
LUMO (alpha / beta)   -5.871 / -7.053 eV
Total charge   +1

=====

(Q)
A gas-phase ion, C3H6N3O2 (charge +1), computed with wB97M-V/def2-TZVPD.

Geometry (Å):
1 N -0.124 2.175 -1.630
2 C -0.662 1.421 -0.691
3 N -0.160 0.329 -0.285
4 C -0.883 -0.617 0.507
5 N -0.117 -1.631 1.107
6 O -0.708 -2.504 1.682
7 C 1.409 -1.709 1.162
8 O 2.042 -0.721 0.919
9 H -0.689 2.941 -2.010
10 H 0.889 2.120 -1.984
11 H -1.554 1.737 -0.190
12 H 0.785 0.010 -0.687
13 H -1.962 -0.952 0.508
14 H 1.733 -2.600 1.592

Results
2S+1   1
LUMO (alpha / beta)   -5.051 / -4.857 eV
Total charge   +1
Structure (SMILES)   N/C=[NH+]/C=[N+](/[O-])C=O

=====

(R)
A molecular structure, C3H6N3O2, computed with wB97M-V/def2-TZVPD.

Geometry (Å):
1 C -2.718 0.063 0.065
2 C 2.191 1.084 -0.012
3 C 2.106 -0.309 -0.003
4 N -0.537 0.324 0.119
5 N -1.985 -1.156 0.027
6 N -0.690 -0.899 0.110
7 O -3.887 0.173 -0.012
8 O -1.776 0.982 -0.059
9 H 0.875 0.400 0.044
10 H 2.531 1.700 0.807
11 H 2.080 1.553 -0.926
12 H 2.469 -0.905 0.912
13 H 1.812 -0.884 -0.901
14 H -2.470 -2.125 -0.169

Results
2S+1   1
LUMO   -4.838 eV
Total charge   +1

=====

Quick one: least stable of them? (P)

=====

(P)
14 unconnected molecules or ions with the total composition H27O14, computed with wB97M-V/def2-TZVPD.

Geometry (Å):
1 O 2.913 2.150 -3.492
2 H -0.999 -0.417 1.233
3 O 1.142 -3.317 2.712
4 H -2.003 1.130 2.212
5 H 0.499 -3.362 -0.245
6 O 3.308 -2.633 0.493
7 H -0.404 -1.977 0.344
8 H 1.431 3.284 1.526
9 O 1.850 2.867 0.771
10 H 1.728 -1.157 1.713
11 H 1.323 2.106 0.515
12 O 1.115 -0.407 1.750
13 H 2.842 2.272 -2.543
14 H 0.525 -3.626 3.346
15 O -2.339 1.106 3.116
16 H -1.997 0.952 -1.865
17 H 3.121 -0.034 3.058
18 O -1.580 1.045 -0.996
19 H -1.484 4.846 -1.490
20 H -2.286 0.168 3.313
21 O 0.494 -2.558 0.243
22 H 2.725 -2.110 -0.062
23 H -1.469 0.474 -4.069
24 O -1.200 4.261 -2.191
25 H -0.905 3.410 -1.866
26 H 2.953 -3.515 0.457
27 O -3.946 -0.741 0.052
28 H -3.760 0.023 -0.491
29 H -3.036 -0.972 0.419
30 O 3.206 0.823 3.430
31 H -1.629 0.109 -0.602
32 H 2.119 2.399 -3.933
33 O -1.412 -0.968 0.566
34 H -0.184 -2.360 -1.714
35 H 2.326 1.144 3.461
36 O -2.171 1.121 -3.952
37 H 1.109 -0.184 0.810
38 H -2.999 0.685 -3.916
39 O -0.638 -1.728 -2.277
40 H 0.707 -3.234 1.841
41 H -0.995 -1.077 -1.675

Results
2S+1   1
LUMO   2.558 eV
Total charge   -1

=====

(Q)
A molecular structure, H27O14, computed with wB97M-V/def2-TZVPD.

Geometry (Å):
1 O -0.440 0.717 0.848
2 H -1.428 0.806 -1.023
3 O -3.070 -3.486 1.069
4 H 0.013 1.328 1.426
5 H -2.134 -0.994 -4.148
6 O 0.775 -0.585 3.882
7 H -2.950 0.132 -3.429
8 H -0.048 -1.744 -1.342
9 O 0.820 -1.422 -1.342
10 H -0.274 -4.087 -0.173
11 H 0.865 -0.617 -0.814
12 O 0.257 -4.851 -0.401
13 H 3.554 -2.550 -1.589
14 H -2.483 -2.683 1.070
15 O -1.496 -1.304 1.558
16 H -2.599 0.006 -0.318
17 H -0.003 2.983 1.087
18 O 4.141 -2.000 -1.061
19 H -2.113 3.520 1.784
20 H -2.333 -1.395 2.020
21 O -2.806 -0.325 -4.267
22 H 1.349 0.180 3.869
23 H -0.031 0.449 -3.292
24 O -2.774 3.272 1.136
25 H -2.742 2.342 0.907
26 H 0.486 -0.843 2.997
27 O 4.117 2.175 1.719
28 H 3.914 1.346 1.295
29 H 3.392 2.760 1.482
30 O -0.195 3.389 1.935
31 H 3.542 -1.276 -0.845
32 H 1.244 0.549 -2.526
33 O -2.323 0.471 -1.109
34 H 2.134 2.617 -1.832
35 H 0.120 4.281 1.748
36 O 0.718 1.039 -3.162
37 H 1.132 -4.614 -0.706
38 H -1.044 -0.149 1.173
39 O 2.252 2.423 -0.897
40 H -3.105 -3.623 2.016
41 H 1.566 1.761 -0.747

Results
2S+1   1
LUMO   2.227 eV
Total charge   -1

=====

(R)
14 unconnected molecules or ions with the total composition H27O14, computed with wB97M-V/def2-TZVPD.

Geometry (Å):
1 O 4.135 -1.272 -2.635
2 H 0.540 0.567 -1.580
3 O -0.802 1.325 -1.188
4 H 3.153 -1.355 -2.910
5 H -2.438 -2.434 -3.087
6 O 1.362 -1.771 2.428
7 H -3.542 -1.888 -2.298
8 H -1.609 4.181 0.278
9 O -2.122 4.626 1.098
10 H -0.865 -0.062 -4.532
11 H -1.776 4.126 1.793
12 O 0.023 0.244 -4.901
13 H -1.047 2.214 3.568
14 H -2.670 1.267 1.281
15 O -1.943 1.529 0.925
16 H 0.986 -0.985 -1.840
17 H -0.463 -3.633 -1.525
18 O -1.880 1.759 3.582
19 H 3.358 1.591 -1.360
20 H -1.096 1.620 -0.139
21 O -3.231 -1.890 -3.202
22 H 0.514 -1.283 2.642
23 H -1.327 -0.350 -0.849
24 O 4.203 1.485 -1.289
25 H 4.392 0.800 -2.108
26 H 1.165 -2.614 2.043
27 O 2.300 -0.436 4.960
28 H 2.169 0.562 4.582
29 H 1.892 -1.084 4.320
30 O 0.139 -3.101 -1.203
31 H -1.968 1.644 2.585
32 H -1.482 -0.252 0.724
33 O 1.351 -0.119 -1.730
34 H -1.477 -0.875 2.624
35 H -0.099 -2.482 -0.452
36 O -1.225 -0.968 0.013
37 H 0.637 0.218 -4.047
38 H 4.576 -1.888 -2.048
39 O -1.012 -0.576 3.396
40 H -1.500 1.243 -1.637
41 H -1.322 0.317 3.719

Results
2S+1   1
LUMO   2.362 eV
Total charge   -1

=====

Quick one: least stable of them? (R)

=====

(P)
A single C3H3FO molecule, computed with wB97M-V/def2-TZVPD.

Geometry (Å):
1 C 0.429 -0.071 0.670
2 C 0.208 -1.175 -0.290
3 C -0.525 0.951 0.156
4 O 1.095 0.082 1.668
5 F 0.049 2.063 -0.222
6 H 1.125 -1.288 -0.998
7 H -0.803 -1.425 -0.655
8 H -1.578 0.863 -0.329

Results
2S+1   1
LUMO (alpha / beta)   -0.428 / -0.652 eV
Total charge   0

=====

(Q)
2 unconnected molecules or ions with the total composition C3H3FO, computed with wB97M-V/def2-TZVPD.

Geometry (Å):
1 C -0.844 0.392 0.005
2 C 0.562 0.406 -0.627
3 C -0.042 -0.734 0.261
4 O -1.933 0.819 0.138
5 F -0.332 -2.032 -0.015
6 H 0.493 0.424 -1.661
7 H 1.440 1.002 -0.277
8 H 0.657 -0.277 2.176

Results
2S+1   1
LUMO (alpha / beta)   -1.563 / -1.150 eV
Total charge   0

=====

Quick one: least stable of them? (Q)